# 1
69
Properties=species:S:1:pos:R:3:forces:R:3:lowdin_charge:R:1 method="wB97M-V/def2-TZVPD" charge=0 gap_ha=0.22661 homo_energy_ev=-6.56 total_energy_ha=-3464.82730
Cu 0.112 -0.949 0.317 -0.01 0.63 -0.15 -0.083
C 0.841 2.888 4.145 -0.01 0.01 -0.01 -0.121
C 0.049 2.968 3.007 -0.01 -0.01 0.01 -0.104
C -0.447 1.819 2.412 0.00 -0.03 0.02 -0.075
C -0.175 0.542 2.929 -0.01 0.07 -0.09 -0.319
C 0.647 0.480 4.066 0.01 -0.02 0.01 -0.046
C 1.133 1.632 4.662 0.02 0.02 0.02 -0.100
N -0.627 -0.574 2.230 0.15 -0.15 0.37 -0.005
C -0.898 -1.723 2.888 -0.08 0.04 0.23 -0.240
C -1.362 -1.812 4.235 -0.02 0.09 -0.04 -0.034
C -1.786 -3.001 4.762 -0.04 -0.05 0.09 -0.089
C -1.764 -4.202 4.025 0.05 0.02 -0.14 -0.105
C -1.296 -4.168 2.739 -0.06 -0.04 0.16 -0.036
C -0.839 -2.960 2.190 0.22 -0.12 -0.45 -0.202
N -0.270 -2.884 0.926 -0.37 0.08 0.33 -0.011
N -0.406 -3.832 0.116 0.24 -0.02 -0.30 0.093
C 0.106 -3.479 -1.163 -0.27 -0.34 0.51 -0.308
C 0.475 -4.493 -2.040 0.05 0.02 -0.19 -0.009
C 0.896 -4.134 -3.305 -0.02 -0.06 0.10 -0.063
C 0.913 -2.787 -3.658 -0.01 0.08 -0.05 -0.059
C 0.517 -1.856 -2.717 0.00 0.04 0.04 -0.138
N 0.123 -2.192 -1.486 0.23 -0.11 -0.45 0.037
H 1.227 3.782 4.614 0.00 0.00 0.01 0.096
H -0.194 3.934 2.580 0.00 0.01 0.01 0.102
H -1.075 1.897 1.534 -0.01 0.01 0.00 0.052
H 0.920 -0.486 4.471 -0.01 -0.01 -0.01 0.113
H 1.765 1.544 5.538 0.00 0.00 0.01 0.102
H -1.433 -0.911 4.829 0.00 0.01 -0.02 0.107
H -2.166 -3.017 5.777 0.01 0.02 0.00 0.102
H -2.105 -5.127 4.468 -0.01 0.00 0.01 0.094
H -1.245 -5.060 2.129 0.01 -0.01 0.00 0.101
H 0.425 -5.522 -1.714 0.00 -0.01 0.01 0.111
H 1.203 -4.892 -4.014 0.00 0.01 -0.01 0.107
H 1.213 -2.463 -4.644 0.01 -0.01 0.00 0.104
H 0.495 -0.792 -2.945 0.03 -0.02 -0.03 0.102
C -3.581 1.079 0.544 -0.12 0.04 0.02 -0.309
Sb -2.033 0.447 -0.787 0.05 -0.08 0.05 1.400
C -3.358 0.105 -2.437 -0.06 -0.01 -0.07 -0.326
C -1.417 2.427 -1.415 -0.02 0.16 -0.07 -0.318
C -0.401 2.365 -2.516 0.01 0.01 0.00 -0.290
C -0.854 2.164 -3.823 0.00 0.02 0.00 -0.067
C 0.015 2.072 -4.895 0.02 -0.01 -0.03 -0.090
C 1.380 2.195 -4.680 -0.01 0.00 -0.01 -0.091
C 1.846 2.405 -3.394 0.00 -0.01 0.00 -0.073
C 0.983 2.486 -2.299 -0.07 -0.05 0.01 -0.292
C 1.575 2.649 -0.935 0.07 0.15 -0.02 -0.298
Sb 1.998 0.733 -0.066 -0.27 -0.43 0.14 1.413
C 3.201 1.383 1.551 0.12 0.08 0.06 -0.287
C 3.557 0.149 -1.394 0.13 0.04 -0.06 -0.306
H -3.915 2.085 0.288 0.00 0.00 0.00 0.010
H -3.240 1.056 1.576 0.04 -0.01 0.01 -0.009
H -4.422 0.394 0.439 0.00 -0.01 0.01 0.004
H -3.962 0.993 -2.627 0.00 0.00 -0.01 0.008
H -4.018 -0.723 -2.181 0.00 -0.01 0.01 0.001
H -2.804 -0.161 -3.335 0.02 0.01 -0.01 -0.007
H -1.057 2.956 -0.534 0.02 0.00 0.00 0.038
H -2.317 2.940 -1.761 0.00 -0.02 0.01 0.067
H -1.921 2.093 -3.996 -0.01 0.00 0.00 0.103
H -0.374 1.920 -5.894 0.00 0.00 -0.01 0.101
H 2.076 2.142 -5.508 0.00 0.00 -0.01 0.101
H 2.911 2.516 -3.223 0.00 0.01 0.00 0.109
H 0.930 3.188 -0.243 -0.01 -0.01 0.02 0.048
H 2.528 3.179 -0.982 -0.02 0.01 -0.03 0.070
H 3.994 2.029 1.174 0.02 0.00 0.04 0.011
H 3.637 0.518 2.047 0.01 0.00 0.00 0.014
H 2.587 1.925 2.268 -0.01 0.00 0.00 -0.016
H 4.383 0.859 -1.346 0.01 -0.01 -0.01 0.010
H 3.189 0.096 -2.417 -0.03 -0.01 0.01 -0.009
H 3.913 -0.838 -1.100 0.01 0.00 0.01 0.006

# 2
74
Properties=species:S:1:pos:R:3:forces:R:3:mulliken_spin:R:1 method="wB97M-V/def2-TZVPD" charge=+3 gap_ha="0.27893 / 0.23101" homo_energy_ev="-16.57 / -16.57" s_squared=8.7583 total_energy_ha=-3435.88173 spin_multiplicity=6
Fe -0.360 0.555 0.186 -1.90 0.88 0.49 4.314
C -0.219 4.517 -1.971 -0.01 0.01 0.08 0.003
O -0.836 4.668 -0.638 -0.07 0.07 -0.25 0.005
C -0.974 3.467 -0.165 -0.01 0.01 -0.04 0.015
N -0.635 2.454 -0.883 1.26 0.56 0.03 0.096
C -0.222 2.988 -2.214 0.12 0.08 0.16 0.013
C 1.081 2.446 -2.748 -0.10 -0.06 0.01 -0.001
C 1.257 2.374 -4.127 0.01 -0.09 -0.02 0.000
C 2.471 1.954 -4.657 -0.07 0.00 -0.01 0.000
C 3.514 1.606 -3.809 0.03 -0.02 -0.06 0.000
C 3.337 1.663 -2.435 -0.07 0.06 0.07 -0.001
C 2.123 2.079 -1.904 0.12 0.11 -0.01 -0.007
C -1.597 3.220 1.143 0.06 0.06 0.04 0.016
C -2.194 4.149 1.972 -0.01 0.00 0.05 0.000
C -2.817 3.676 3.126 0.03 -0.01 -0.04 0.002
C -2.817 2.312 3.403 -0.06 0.05 0.02 -0.001
C -2.167 1.475 2.513 -0.09 -0.06 0.03 0.006
N -1.578 1.919 1.413 0.14 0.01 -0.01 0.050
C -2.007 0.019 2.633 -0.02 0.01 0.01 0.027
N -1.229 -0.616 1.827 -0.22 -0.87 -0.50 0.056
C -1.175 -2.034 2.346 0.09 0.21 0.01 0.018
C -2.301 -2.039 3.401 0.00 -0.06 0.06 -0.001
O -2.627 -0.622 3.580 0.10 -0.03 0.06 0.005
C -1.274 -3.188 1.375 0.09 0.06 0.07 0.002
C -1.413 -3.049 0.009 -0.08 -0.28 -0.03 -0.001
C -1.520 -4.165 -0.818 0.01 0.12 0.00 -0.001
C -1.468 -5.435 -0.274 0.03 -0.03 0.00 0.000
C -1.295 -5.586 1.096 0.02 0.03 0.07 0.000
C -1.194 -4.472 1.913 -0.01 -0.07 0.08 0.000
H -0.827 5.075 -2.676 -0.03 0.03 0.02 0.001
H 0.780 4.942 -1.922 0.02 -0.02 0.08 0.001
H -1.016 2.736 -2.924 -0.03 0.03 -0.08 0.000
H 0.449 2.661 -4.793 0.02 0.03 -0.01 0.000
H 2.603 1.906 -5.730 0.02 0.04 0.00 0.000
H 4.468 1.305 -4.221 -0.02 -0.02 0.00 0.000
H 4.158 1.409 -1.776 -0.02 -0.02 -0.01 0.000
H 1.998 2.134 -0.829 0.02 0.09 -0.02 0.004
H -2.179 5.200 1.719 -0.02 0.00 0.01 0.001
H -3.304 4.367 3.801 -0.01 0.00 0.00 0.000
H -3.307 1.909 4.279 0.02 0.00 0.01 0.000
H -0.211 -2.137 2.849 0.08 0.14 0.10 0.004
H -3.197 -2.554 3.064 -0.05 0.08 -0.04 0.001
H -1.999 -2.417 4.372 0.00 -0.04 0.00 0.001
H -1.438 -2.066 -0.410 -0.13 0.51 -0.30 0.012
H -1.651 -4.045 -1.887 0.02 0.02 0.04 0.000
H -1.554 -6.305 -0.910 -0.01 0.01 0.01 0.000
H -1.235 -6.576 1.528 -0.02 0.01 0.01 0.000
H -1.053 -4.606 2.981 -0.02 -0.03 -0.02 0.000
C 0.303 -1.136 -4.619 0.03 0.02 -0.03 0.002
O 0.800 -0.982 -3.257 0.11 -0.24 -0.18 0.001
C 0.052 -0.546 -2.319 -0.31 0.10 0.16 0.004
O 0.529 -0.476 -1.147 -0.33 -0.41 -1.16 0.069
N -1.232 -0.181 -2.564 0.35 -0.03 0.08 -0.004
N -1.960 0.411 -1.519 -0.44 -0.94 0.03 0.075
H 1.142 -1.527 -5.181 0.02 0.00 0.01 0.000
H 0.015 -0.164 -5.016 0.01 0.01 0.03 0.001
H -0.517 -1.853 -4.634 0.00 -0.01 0.02 0.001
H -1.644 -0.222 -3.484 0.08 -0.04 -0.06 0.000
H -2.814 -0.119 -1.354 0.00 -0.13 -0.06 0.004
H -2.211 1.362 -1.783 0.00 -0.23 0.15 -0.005
O 1.217 0.673 1.057 1.51 0.10 1.20 0.164
S 2.662 0.044 1.189 -0.25 0.19 -0.50 0.025
C 2.379 -1.748 1.328 0.11 -0.09 0.11 0.012
C 2.745 -2.152 2.763 -0.05 0.07 0.04 0.000
C 2.492 -0.941 3.661 0.00 -0.09 -0.06 0.002
C 3.092 0.243 2.918 -0.03 0.09 0.23 0.009
H 2.985 -2.238 0.567 -0.04 0.03 -0.04 -0.002
H 1.326 -1.892 1.083 -0.01 -0.01 -0.01 -0.001
H 3.799 -2.430 2.807 0.00 -0.01 0.00 0.000
H 2.171 -3.026 3.070 0.00 -0.01 -0.05 0.000
H 2.955 -1.058 4.639 0.01 0.03 -0.01 0.001
H 1.426 -0.770 3.819 -0.07 -0.03 0.00 0.001
H 4.186 0.225 2.929 0.00 0.02 -0.02 0.001
H 2.755 1.228 3.240 0.05 0.03 -0.05 0.000

# 3
75
Properties=species:S:1:pos:R:3:forces:R:3:lowdin_charge:R:1 method="wB97M-V/def2-TZVPD" charge=-1 gap_ha="0.16282 / 0.16276" homo_energy_ev="-4.12 / -4.12" total_energy_ha=-3826.58059
Pt -0.166 0.122 0.200 -0.99 2.05 -0.13 1.038
C 2.780 1.919 -1.970 0.09 0.07 0.24 -0.203
Si 2.303 2.286 -0.167 0.34 -0.25 -0.13 0.412
C 3.063 1.031 1.033 -0.03 0.28 -0.33 -0.214
C 3.096 3.967 0.220 -0.40 -0.14 0.05 -0.194
N 0.595 2.119 0.045 0.10 -2.07 0.29 -0.178
C -0.425 3.029 0.120 -0.83 0.71 -0.08 -0.340
C -0.255 4.395 0.390 0.26 -0.48 -0.10 -0.052
C -1.335 5.257 0.483 -0.30 0.08 0.03 -0.134
C -2.624 4.770 0.317 0.14 0.38 0.06 -0.138
C -2.824 3.426 0.058 0.14 -0.60 -0.10 -0.070
C -1.745 2.535 -0.056 0.22 1.25 0.12 -0.350
N -1.882 1.213 -0.347 1.44 -2.22 0.26 -0.143
Si -3.273 0.287 -0.826 -0.41 -0.16 -0.23 0.428
C -2.738 -1.340 -1.600 -0.16 0.09 0.26 -0.192
C -4.395 0.027 0.675 0.15 -0.02 -0.31 -0.148
C -4.207 1.193 -2.213 0.10 0.05 0.34 -0.176
H 3.609 1.210 -2.021 0.01 -0.03 -0.02 0.018
H 3.086 2.821 -2.505 -0.01 0.09 0.07 0.019
H 1.941 1.476 -2.501 0.01 0.06 -0.02 -0.024
H 4.088 0.774 0.759 -0.01 0.03 0.05 0.016
H 2.480 0.108 1.025 0.11 0.10 0.09 -0.059
H 3.075 1.413 2.056 -0.07 0.12 0.01 0.033
H 4.176 3.900 0.075 0.02 -0.13 -0.04 0.028
H 2.918 4.285 1.249 -0.01 0.02 0.02 0.025
H 2.721 4.744 -0.449 0.02 0.03 -0.01 0.022
H 0.749 4.764 0.552 -0.04 0.07 0.00 0.069
H -1.172 6.305 0.707 0.02 -0.01 -0.01 0.087
H -3.469 5.443 0.399 -0.04 -0.05 0.01 0.089
H -3.827 3.030 -0.044 -0.02 0.07 0.03 0.083
H -2.725 -2.133 -0.855 0.06 -0.05 0.01 0.009
H -1.734 -1.276 -2.017 0.04 0.01 -0.03 -0.022
H -3.418 -1.629 -2.405 -0.08 0.08 0.01 0.029
H -3.916 -0.645 1.392 0.04 -0.02 -0.02 0.018
H -5.348 -0.421 0.382 -0.03 -0.02 0.00 0.025
H -4.604 0.967 1.190 0.02 0.06 -0.01 0.019
H -3.591 1.222 -3.114 0.05 0.00 0.00 0.028
H -4.484 2.217 -1.962 -0.02 0.01 -0.04 0.007
H -5.123 0.648 -2.454 -0.01 -0.06 0.02 0.023
O 4.836 -3.752 1.026 0.01 -0.09 0.01 -0.056
C 3.787 -3.449 0.526 0.11 0.31 0.00 -1.018
S 2.378 -4.509 0.463 -0.27 0.14 -0.07 0.954
C 1.293 -3.435 -0.437 -1.00 -1.44 -0.16 -1.186
C 1.821 -2.155 -0.725 0.21 1.78 -0.76 -1.098
S 1.076 -0.941 -1.631 -0.08 -0.79 0.97 0.693
S 3.492 -1.878 -0.235 0.05 -0.45 0.03 0.969
S -0.175 -4.029 -0.904 0.63 0.31 0.28 0.688
O 0.668 -0.579 2.472 0.09 0.02 0.14 -0.068
C -0.473 -1.038 3.211 -0.55 -0.66 -0.49 -0.320
C -1.409 -1.829 2.177 0.68 0.59 1.09 -0.599
O -2.317 -2.484 2.654 0.09 -0.05 -0.33 0.080
O -1.099 -1.680 0.954 -0.09 0.52 -1.37 -0.189
C 0.020 -2.005 4.271 0.07 0.12 0.12 -0.139
C 0.347 -3.308 3.906 -0.01 0.03 0.07 -0.005
C 0.861 -4.191 4.841 0.01 -0.02 -0.12 -0.070
C 1.056 -3.785 6.154 0.03 0.02 0.05 -0.099
C 0.765 -2.480 6.517 0.05 -0.02 0.03 -0.088
C 0.260 -1.593 5.577 0.01 0.03 -0.05 -0.033
C -1.362 0.090 3.681 -0.02 0.29 0.01 -0.150
C -2.374 -0.153 4.612 0.08 0.00 -0.02 -0.034
C -3.299 0.831 4.915 0.02 -0.04 0.04 -0.078
C -3.235 2.073 4.296 -0.01 -0.04 -0.01 -0.090
C -2.242 2.320 3.364 -0.05 0.16 0.05 -0.063
C -1.310 1.337 3.060 0.13 -0.08 0.12 -0.022
H 1.193 0.001 3.038 0.01 0.02 -0.05 0.113
H 0.193 -3.630 2.884 -0.02 -0.04 -0.01 0.116
H 1.112 -5.200 4.537 -0.02 -0.01 0.02 0.103
H 1.441 -4.482 6.887 0.02 0.00 -0.01 0.095
H 0.938 -2.147 7.533 -0.01 0.00 0.00 0.097
H 0.051 -0.569 5.865 -0.08 -0.01 0.00 0.116
H -2.435 -1.125 5.080 -0.06 -0.03 -0.03 0.121
H -4.083 0.619 5.632 0.00 0.02 0.01 0.098
H -3.964 2.837 4.536 0.00 0.01 -0.03 0.097
H -2.194 3.274 2.852 0.04 -0.01 0.00 0.098
H -0.546 1.553 2.321 -0.01 0.02 0.09 0.078